No. 1
Entry from the Open Molecules 2025 dataset: one molecule with the formula C6H4N4 (ωB97M-V/def2-TZVPD).

```
! wB97M-V def2-TZVPD RIJCOSX def2/J DEFGRID3
* xyz 0 1
C 0.299 -0.329 -2.586
N -0.082 -0.147 -1.384
C -0.482 -1.229 -0.597
C -0.852 -1.207 0.713
N -0.684 -0.216 1.659
C 0.082 0.819 1.583
C -0.210 1.843 2.546
N -0.454 2.737 3.221
C 1.146 1.194 0.659
N 2.073 1.563 0.074
H 0.616 0.554 -3.081
H 0.415 -1.261 -3.100
H -0.549 -2.304 -1.094
H -1.317 -2.017 1.390
*
```

SMILES string   C=N/C=C\N=C(C#N)C#N

Results of the Löwdin charge analysis, in e, for atoms 1 through 6:
1 C 0.009
2 N -0.028
3 C -0.143
4 C -0.130
5 N 0.101
6 C -0.279

No. 2
Entry from the Open Molecules 2025 dataset: one molecule with the formula C6H4O (ωB97M-V/def2-TZVPD).

```
! wB97M-V def2-TZVPD RIJCOSX def2/J DEFGRID3
* xyz 0 1
C -0.453 0.071 1.042
C -0.727 1.693 0.655
C -1.412 0.803 -0.002
C -1.048 -0.553 -0.236
C 0.432 -0.601 0.011
C 1.422 0.230 -0.773
O 1.148 0.879 -1.747
H -0.723 -0.327 2.011
H -1.711 -1.409 -0.230
H 0.819 -1.583 0.292
H 2.454 0.186 -0.371
*
```

Results of the Löwdin charge analysis, in e, for atoms 1 through 6:
1 C -0.214
2 C 0.111
3 C -0.093
4 C -0.082
5 C -0.139
6 C -0.222

| no. | highest occupied orbital energy (eV) | Kohn-Sham gap (Ha) | total energy (eV) |
| --- | --- | --- | --- |
| 1 | -9.643 | 0.2871 | -12243.18376 |
| 2 | -9.426 | 0.3614 | -8327.43062 |